A structure of composition C18H63O25P3SSr in a non-equilibrium geometry. Source: the OMol25 dataset; level of theory: the ωB97M-V functional and the def2-TZVPD basis.

Summary:
HOMO-LUMO gap	8.19	eV
LUMO energy	-0.570	eV
energy relative to the best compared isomer or geometry (same formula, charge and spin)	0.0	kJ/mol

Geometry as ORCA input:
```
! RIJCOSX wB97M-V def2-TZVPD def2/J DEFGRID3
* xyz 0 1
Sr 2.411 0.339 0.341
S -1.240 -0.112 0.375
O -2.112 -0.192 1.559
O -1.181 -1.396 -0.339
O -1.642 0.944 -0.570
O 0.112 0.237 0.881
C -3.132 3.699 0.583
O -2.230 3.595 -0.497
H -2.688 3.393 1.535
H -3.495 4.727 0.638
H -4.041 3.097 0.458
H -1.955 2.660 -0.541
C 1.758 -2.444 -2.199
O 1.399 -1.262 -1.494
H 2.177 -3.227 -1.557
H 0.893 -2.865 -2.714
H 2.540 -2.190 -2.918
H 0.461 -1.358 -1.225
C -2.985 -3.425 -2.342
O -1.574 -3.402 -2.146
H -3.187 -4.341 -2.893
H -3.534 -3.447 -1.399
H -3.296 -2.553 -2.922
H -1.375 -2.699 -1.506
C -3.127 1.429 4.647
O -3.484 1.564 3.285
H -2.309 2.111 4.903
H -3.978 1.674 5.287
H -2.860 0.404 4.922
H -2.877 1.000 2.779
C -3.098 -3.269 2.078
O -3.878 -2.117 2.255
H -3.088 -3.612 1.037
H -2.053 -3.130 2.389
H -3.490 -4.068 2.711
H -3.341 -1.343 1.989
C -0.447 -1.262 4.300
O -0.169 0.003 3.714
H -1.517 -1.486 4.258
H 0.030 -2.057 3.707
H -0.088 -1.304 5.325
H -0.670 0.022 2.878
C 3.163 0.566 4.052
O 2.341 0.508 2.879
H 3.837 -0.292 4.002
H 3.791 1.459 4.026
H 2.519 0.564 4.927
H 1.396 0.484 3.168
C 0.979 2.888 -1.994
O 0.942 1.590 -1.396
H 0.100 3.023 -2.625
H 0.993 3.701 -1.265
H 1.877 2.924 -2.607
H 0.020 1.375 -1.148
C -4.699 -0.094 -0.409
O -4.199 0.439 -1.628
H -5.775 -0.230 -0.492
H -4.267 -1.093 -0.272
H -4.449 0.513 0.462
H -3.254 0.619 -1.507
C 0.289 3.568 1.743
O 1.594 3.832 2.307
P 2.850 3.936 1.378
O 3.085 2.798 0.473
O 2.680 5.318 0.634
C 3.547 5.704 -0.432
O 4.054 4.139 2.376
C 3.958 4.889 3.603
H 0.366 3.185 0.728
H -0.306 4.477 1.781
H -0.238 2.809 2.321
H 3.841 4.863 -1.061
H 4.437 6.156 0.010
H 3.057 6.447 -1.055
H 4.396 5.866 3.411
H 4.517 4.382 4.385
H 2.917 4.962 3.909
C 3.312 -3.280 4.149
O 3.672 -3.833 2.881
P 2.881 -3.470 1.581
O 2.711 -2.034 1.286
O 3.651 -4.301 0.467
C 4.726 -3.710 -0.264
O 1.537 -4.276 1.718
C 0.472 -4.112 0.784
H 4.010 -2.536 4.521
H 3.267 -4.101 4.864
H 2.302 -2.863 4.123
H 5.679 -3.796 0.262
H 4.554 -2.641 -0.406
H 4.780 -4.228 -1.216
H 0.739 -4.277 -0.260
H 0.014 -3.122 0.848
H -0.307 -4.835 1.017
C -0.085 -2.394 -6.149
O -0.878 -1.382 -6.757
P -0.697 0.150 -6.403
O 0.682 0.612 -6.229
O -1.491 0.869 -7.558
C -2.794 0.439 -7.961
O -1.622 0.426 -5.140
C -1.102 0.308 -3.818
H 0.681 -1.963 -5.505
H 0.382 -3.023 -6.905
H -0.729 -3.037 -5.546
H -2.892 -0.642 -7.845
H -2.867 0.622 -9.032
H -3.588 0.944 -7.417
H -0.037 0.086 -3.768
H -1.693 -0.451 -3.301
H -1.265 1.239 -3.276
*
```

Löwdin atomic charge list, values in e, 5 entries: number 1, Sr, carries 1.624; number 2, S, carries 0.362; number 3, O, carries -0.342; number 4, O, carries -0.331; number 5, O, carries -0.341